# C19H22N2O6S

C19H22N2O6S in the gas phase (ωB97M-V/def2-TZVPD, the OMol25 dataset).

Geometry as XYZ:
```
50
Properties=species:S:1:pos:R:3:forces:R:3:nbo_charge:R:1
C -4.397052 -3.313764 0.627801 0.0 -0.2 0.0 -0.252
H -3.483385 -3.892464 0.797370 0.0 0.0 0.0 0.175
O -4.198616 -1.945006 0.887793 0.0 0.3 0.1 -0.489
C -3.267243 -1.275252 0.158836 0.2 0.1 -0.1 0.287
C -3.101294 0.075824 0.467964 0.0 -0.3 -0.2 -0.222
C -2.180314 0.860292 -0.197413 -0.1 -0.7 -0.2 0.160
C -1.366480 0.285411 -1.193809 0.1 0.1 -0.1 0.245
C -1.561356 -1.046562 -1.520829 0.1 0.3 -0.2 -0.281
C -2.500404 -1.825153 -0.857510 -0.2 -0.1 0.2 -0.292
H -2.605766 -2.857922 -1.147454 0.0 -0.1 0.0 0.223
H -0.972457 -1.511636 -2.295651 0.1 0.0 -0.1 0.224
O -0.408819 1.087540 -1.763449 -0.5 -0.1 0.3 -0.517
C 0.469051 0.519308 -2.703300 0.1 -0.1 -0.1 -0.248
H -0.060054 0.188120 -3.602559 0.0 0.0 0.0 0.178
H 1.167613 1.312204 -2.965751 0.0 -0.1 0.0 0.205
H 1.025581 -0.321812 -2.277107 0.0 0.0 0.0 0.174
N -2.074019 2.211014 0.189783 0.5 0.2 0.9 -0.701
S -1.111692 2.468520 1.531247 0.2 0.0 0.0 2.335
O -1.517142 1.542736 2.545317 0.1 -0.2 -0.2 -0.936
O -1.145930 3.871396 1.818975 0.1 0.0 -0.3 -0.935
C 0.522651 2.001380 0.971310 -0.7 0.1 0.4 -0.349
C 0.963080 0.730882 1.271606 0.1 0.0 0.0 -0.214
C 2.171257 0.265793 0.762129 -0.2 0.3 -0.2 0.132
C 2.938590 1.140110 -0.033105 -0.2 0.0 0.0 0.282
C 2.481125 2.428878 -0.302308 0.0 -0.1 0.1 -0.252
C 1.267413 2.862961 0.189940 0.2 0.1 0.0 -0.169
H 0.902597 3.857744 -0.003133 0.0 0.2 -0.1 0.238
H 3.105760 3.067087 -0.906681 0.1 0.1 -0.1 0.232
O 4.146049 0.811159 -0.562094 -0.2 0.3 0.0 -0.481
C 4.601715 -0.507106 -0.327574 0.2 -0.5 0.3 -0.072
C 4.165551 -0.992061 1.049137 0.3 0.0 -0.2 -0.260
N 2.712819 -0.990451 1.077096 0.5 0.1 0.1 -0.462
C 2.073186 -2.197886 1.219536 -0.3 -0.1 -0.1 0.693
O 2.715239 -3.195914 1.474339 0.0 -0.3 0.1 -0.613
C 0.583433 -2.244482 1.009723 0.1 -0.2 0.0 -0.711
H 0.243697 -1.531409 0.264943 -0.1 0.0 0.0 0.232
H 0.067802 -2.047564 1.947232 -0.1 0.1 0.1 0.241
H 0.329018 -3.255980 0.699852 0.0 0.0 0.0 0.242
H 4.508142 -2.010036 1.237861 0.0 0.2 0.0 0.265
H 4.548660 -0.319535 1.822703 0.0 -0.1 0.0 0.205
H 5.689351 -0.470958 -0.417891 -0.1 0.0 0.0 0.203
H 4.199969 -1.179194 -1.097945 0.1 0.1 0.1 0.177
H 0.357363 0.138312 1.933898 0.0 -0.2 0.1 0.254
C -2.086474 3.248935 -0.814005 0.0 0.5 -0.3 -0.424
H -2.008274 4.191947 -0.278215 -0.1 0.1 -0.2 0.239
H -1.265978 3.158154 -1.529812 -0.1 0.0 0.0 0.203
H -3.037301 3.211884 -1.346564 0.0 0.0 0.0 0.209
H -3.693192 0.515518 1.252233 -0.1 0.1 0.1 0.247
H -4.750582 -3.482749 -0.394621 0.0 0.0 0.0 0.175
H -5.162896 -3.638200 1.330155 0.1 0.0 -0.1 0.204
```
Forces are in eV/Å.

The SMILES is COc1ccc(OC)c(N(C)S(=O)(=O)c2ccc3c(c2)N(C(C)=O)CCO3)c1. The gap between HOMO and LUMO is 8.783 eV. As for the molar mass: 406.5 g mol⁻¹.